# C6H13NO3

2 unconnected molecules or ions with the total composition C6H13NO3 in a non-equilibrium geometry (wB97M-V/def2-TZVPD, OMol25).

Energy relative to the best compared isomer or geometry (same formula, charge and spin): 41.7 kcal per mole
Structure (SMILES): CC(C)[C@@]1(C(N)=O)CO1.O
HOMO-LUMO gap: 10.4 eV
Largest force on an atom: 2.0 eV/Å

```
23
C6H13NO3 (wB97M-V/def2-TZVPD)
C -3.898 0.397 3.630
C -3.008 -0.829 3.862
C -3.836 -2.086 4.114
C -2.026 -0.969 2.709
C -2.413 -0.916 1.289
O -1.785 0.190 1.921
C -0.774 -1.766 3.046
N 0.268 -1.608 2.169
O -0.666 -2.381 4.099
H -4.537 0.575 4.506
H -3.304 1.306 3.457
H -4.552 0.241 2.761
H -2.391 -0.638 4.753
H -3.231 -2.890 4.556
H -4.652 -1.855 4.812
H -4.290 -2.460 3.185
H -1.806 -1.433 0.542
H -3.461 -0.773 1.021
H 0.442 -0.686 1.785
H 1.090 -2.178 2.318
H -0.565 -3.705 1.099
O -1.230 -4.290 1.581
H -2.010 -4.296 1.019
```


# C4H8O2

A single C4H8O2 molecule (wB97M-V/def2-TZVPD, OMol25).

Energy relative to the best compared isomer or geometry (same formula, charge and spin): 117.8 kcal per mole
HOMO-LUMO gap: 8.4 eV
Largest force on an atom: 0.7 eV/Å

```
14
C4H8O2 (wB97M-V/def2-TZVPD)
C -0.744 -1.166 -0.135
C -1.261 0.265 -0.091
O -0.380 1.149 -0.715
C 0.844 1.210 0.044
C 1.734 0.008 0.051
O 0.626 -1.267 0.356
H -1.386 -1.852 0.432
H -0.680 -1.511 -1.170
H -2.221 0.310 -0.618
H -1.439 0.561 0.959
H 0.562 1.540 1.062
H 1.451 2.012 -0.392
H 0.763 -1.059 1.293
H 1.976 -0.290 -0.975
```


# C18H64O16P2

14 unconnected molecules or ions with the total composition C18H64O16P2 in a non-equilibrium geometry (wB97M-V/def2-TZVPD, OMol25).

HOMO-LUMO gap: 8.0 eV
Largest force on an atom: 1.7 eV/Å

```
100
C18H64O16P2 (wB97M-V/def2-TZVPD)
C -1.463 -2.383 2.107
P 0.130 -1.805 2.826
C 0.984 -3.254 3.597
C 1.283 -1.302 1.422
O 0.567 -0.835 0.266
C 0.608 -1.709 -0.763
O 1.490 -1.729 -1.599
P 2.413 0.099 1.924
C 3.537 -0.779 3.116
O 1.468 1.127 2.807
H -1.482 -3.466 2.064
H -1.605 -1.956 1.129
H -2.226 -2.041 2.779
H 1.448 -2.917 4.509
H 0.282 -4.040 3.834
H 1.749 -3.626 2.927
H 1.979 -2.105 1.189
H -0.250 -2.390 -0.832
H 3.500 -0.294 4.079
H 3.290 -1.827 3.199
H 4.522 -0.704 2.688
H 1.993 1.620 3.438
C -2.773 -0.561 6.042
O -2.446 -1.679 5.223
H -2.366 0.323 5.559
H -3.856 -0.446 6.137
H -2.330 -0.660 7.036
H -2.802 -2.467 5.640
C -2.894 0.995 1.304
O -3.544 -0.075 2.001
H -1.881 1.077 1.696
H -2.848 0.783 0.233
H -3.417 1.935 1.474
H -4.436 -0.144 1.655
C 2.002 -5.230 -3.136
O 2.166 -5.054 -1.726
H 1.912 -6.297 -3.331
H 1.105 -4.726 -3.474
H 2.865 -4.838 -3.678
H 2.243 -4.108 -1.582
C 4.539 2.636 -1.130
O 3.932 1.650 -0.293
H 5.563 2.768 -0.788
H 4.549 2.304 -2.173
H 4.015 3.592 -1.055
H 3.027 1.527 -0.589
C -1.789 0.732 -3.119
O -1.860 -0.327 -2.163
H -2.764 0.815 -3.591
H -1.547 1.678 -2.630
H -1.040 0.515 -3.885
H -0.999 -0.404 -1.750
C 7.605 0.599 -1.382
O 7.905 1.384 -0.229
H 8.297 0.878 -2.172
H 7.724 -0.464 -1.162
H 6.584 0.788 -1.717
H 7.288 1.134 0.464
C -3.003 5.191 1.887
O -3.161 4.004 2.666
H -3.941 5.382 1.382
H -2.758 6.042 2.530
H -2.219 5.061 1.136
H -2.329 3.833 3.112
C -4.498 4.346 -2.014
O -4.637 4.222 -0.596
H -3.837 5.182 -2.217
H -4.068 3.443 -2.440
H -5.467 4.539 -2.480
H -5.223 3.481 -0.426
C -2.356 3.952 -5.435
O -3.668 4.060 -4.888
H -1.650 4.083 -4.618
H -2.197 2.970 -5.888
H -2.176 4.728 -6.183
H -4.293 3.947 -5.607
C -4.107 -3.376 -1.906
O -3.843 -2.537 -3.023
H -4.897 -4.067 -2.190
H -3.221 -3.953 -1.626
H -4.443 -2.792 -1.043
H -3.145 -1.927 -2.765
C 9.672 2.593 3.111
O 8.376 2.685 2.531
H 9.545 2.466 4.183
H 10.219 1.733 2.715
H 10.250 3.503 2.929
H 8.490 2.793 1.582
C -6.325 -2.345 2.593
O -5.195 -3.200 2.701
H -7.171 -2.933 2.248
H -6.572 -1.905 3.563
H -6.135 -1.547 1.867
H -4.452 -2.666 3.001
C 0.331 -2.564 -6.160
O 0.932 -2.988 -4.939
H 0.613 -3.278 -6.929
H -0.759 -2.547 -6.075
H 0.687 -1.572 -6.451
H 0.686 -2.358 -4.256
```


# C3H6F2S2

A single C3H6F2S2 molecule in a non-equilibrium geometry (wB97M-V/def2-TZVPD, OMol25).

Energy relative to the best compared isomer or geometry (same formula, charge and spin): 0.0 kcal per mole
Structure (SMILES): FC(F)(CS)CS
HOMO-LUMO gap: 10.0 eV
Largest force on an atom: 2.1 eV/Å

```
13
C3H6F2S2 (wB97M-V/def2-TZVPD)
C 0.779 -0.629 -0.667
C 0.016 0.540 -0.060
C -1.423 0.633 -0.480
H 2.124 -0.715 1.232
H 0.243 -1.517 -0.479
H 0.895 -0.478 -1.757
H -1.844 1.567 -0.054
H -1.525 0.749 -1.617
H -2.188 -0.766 1.312
F 0.592 1.765 -0.310
F 0.065 0.491 1.309
S 2.459 -0.657 -0.021
S -2.451 -0.743 -0.003
```


# C50H76F5N2O17S

A molecular structure, C50H76F5N2O17S in a non-equilibrium geometry (wB97M-V/def2-TZVPD, OMol25).

HOMO-LUMO gap: 6.3 eV
Net charge: -1
Largest force on an atom: 2.1 eV/Å

```
151
C50H76F5N2O17S (wB97M-V/def2-TZVPD)
C 2.869 -4.448 0.561
C 2.934 -3.291 1.581
C 3.733 -2.078 1.058
C 1.574 -2.911 2.179
C 0.708 -1.909 1.361
C 0.762 -2.072 -0.161
C -0.778 -2.120 1.784
O -1.501 -2.964 0.869
C -2.576 -3.564 1.443
C -3.616 -2.726 1.987
C -3.525 -1.198 1.891
O -3.429 -0.546 2.947
O -3.581 -0.769 0.717
C -4.718 -3.236 2.572
C -4.891 -4.648 2.682
N -5.878 -5.322 3.223
S -5.534 -6.908 3.024
N -4.145 -6.764 2.243
C -3.837 -5.486 2.104
C -2.678 -4.923 1.477
C -1.616 -5.797 0.846
F -0.363 -5.396 1.178
F -1.711 -7.084 1.290
C -1.773 -5.839 -0.663
C -3.023 -6.166 -1.180
C -3.246 -6.243 -2.541
C -2.193 -5.968 -3.407
C -0.959 -5.638 -2.895
C 0.189 -5.352 -3.818
F 1.315 -5.994 -3.445
F -0.052 -5.710 -5.084
F 0.494 -4.039 -3.806
C -0.733 -5.581 -1.527
H 3.182 -5.368 1.058
H 3.554 -4.305 -0.275
H 1.864 -4.632 0.205
H 3.522 -3.691 2.408
H 4.764 -2.168 1.398
H 3.757 -2.071 -0.028
H 3.353 -1.134 1.441
H 1.796 -2.406 3.127
H 0.954 -3.765 2.437
H 0.910 -0.885 1.664
H 0.597 -3.086 -0.496
H 1.678 -1.638 -0.558
H -0.051 -1.477 -0.582
H -0.833 -2.517 2.798
H -1.246 -1.138 1.775
H -5.482 -2.577 2.959
H -3.842 -6.357 -0.500
H -4.222 -6.518 -2.913
H -2.386 -6.028 -4.466
H 0.252 -5.338 -1.158
O 3.135 -0.871 5.302
C 2.314 0.011 5.262
O 2.332 0.898 4.265
C 1.294 1.869 4.047
C 1.500 3.105 4.893
C 1.312 0.183 6.380
H 0.311 1.420 4.192
H 1.363 2.133 2.993
H 1.454 2.873 5.960
H 0.739 3.852 4.670
H 2.473 3.534 4.697
H 1.785 0.724 7.198
H 1.017 -0.805 6.727
H 0.400 0.696 6.088
O 2.962 4.911 3.020
C 3.425 5.971 3.342
O 2.947 6.577 4.446
C 3.538 7.747 5.018
C 3.049 9.014 4.346
C 4.463 6.677 2.505
H 4.627 7.671 5.013
H 3.229 7.741 6.062
H 3.328 9.045 3.293
H 3.470 9.892 4.837
H 1.962 9.069 4.398
H 3.965 7.212 1.698
H 5.123 5.925 2.077
H 5.085 7.373 3.061
O 5.454 3.530 10.584
C 5.620 2.544 9.918
O 4.777 2.286 8.906
C 4.990 1.237 7.951
C 4.484 -0.100 8.448
C 6.712 1.549 10.244
H 6.039 1.196 7.653
H 4.428 1.533 7.066
H 5.008 -0.424 9.349
H 4.607 -0.862 7.680
H 3.427 -0.033 8.706
H 6.358 0.889 11.035
H 7.576 2.102 10.604
H 7.039 0.952 9.397
O -4.942 -5.655 -4.577
C -5.700 -4.721 -4.525
O -5.543 -3.704 -5.378
C -6.479 -2.624 -5.504
C -6.236 -1.558 -4.462
C -6.757 -4.634 -3.449
H -7.506 -2.996 -5.488
H -6.312 -2.207 -6.495
H -6.377 -1.940 -3.450
H -6.917 -0.719 -4.610
H -5.212 -1.194 -4.529
H -6.295 -4.254 -2.538
H -7.137 -5.636 -3.263
H -7.607 -4.009 -3.709
O -6.724 -0.406 -8.761
C -6.541 -1.284 -9.555
O -7.305 -1.318 -10.673
C -7.063 -2.212 -11.757
C -7.695 -3.570 -11.524
C -5.548 -2.396 -9.309
H -5.995 -2.286 -11.968
H -7.522 -1.742 -12.626
H -7.272 -4.064 -10.649
H -7.546 -4.216 -12.389
H -8.766 -3.460 -11.348
H -6.011 -3.148 -8.671
H -4.685 -1.978 -8.793
H -5.177 -2.870 -10.215
O 5.547 9.637 1.686
C 6.720 9.455 1.507
O 7.108 8.681 0.478
C 8.470 8.529 0.072
C 9.182 7.462 0.878
C 7.760 10.003 2.458
H 8.991 9.487 0.100
H 8.426 8.228 -0.973
H 9.230 7.721 1.936
H 10.200 7.324 0.513
H 8.650 6.514 0.801
H 7.841 9.333 3.313
H 7.421 10.977 2.803
H 8.743 10.141 2.015
O -3.788 -0.471 -7.032
C -3.261 0.476 -6.514
O -3.756 0.963 -5.366
C -3.105 1.963 -4.578
C -3.418 3.360 -5.071
C -2.097 1.182 -7.173
H -2.032 1.773 -4.522
H -3.497 1.834 -3.571
H -3.056 3.521 -6.088
H -2.959 4.105 -4.421
H -4.496 3.522 -5.083
H -2.486 1.872 -7.921
H -1.483 0.432 -7.667
H -1.454 1.722 -6.483
```


# CH5NO3S

2 unconnected molecules or ions with the total composition CH5NO3S in a non-equilibrium geometry (wB97M-V/def2-TZVPD, OMol25).

Energy relative to the best compared isomer or geometry (same formula, charge and spin): 51.1 kcal per mole
HOMO-LUMO gap: 11.3 eV
Largest force on an atom: 3.1 eV/Å

```
11
CH5NO3S (wB97M-V/def2-TZVPD)
C 2.203 0.045 0.129
N 0.995 -0.248 0.088
O -2.099 0.953 0.602
O -1.232 -1.443 0.582
O -1.327 -0.016 -1.516
S -2.163 -0.455 -0.311
H 2.794 -0.579 0.879
H 2.648 0.853 -0.441
H 0.317 0.424 -0.393
H -1.807 1.429 -0.153
H -0.329 -0.964 0.534
```


# C15H18N2O2S2

A single C15H18N2O2S2 molecule (wB97M-V/def2-TZVPD, OMol25).

Energy relative to the best compared isomer or geometry (same formula, charge and spin): 29.9 kcal per mole
Structure (SMILES): O=S(=O)(c1cccs1)N1CCN(Cc2ccccc2)CC1
HOMO-LUMO gap: 9.6 eV
Largest force on an atom: 1.0 eV/Å

```
39
C15H18N2O2S2 (wB97M-V/def2-TZVPD)
O 0.082 -2.818 -2.898
S 0.526 -1.488 -3.200
O 0.183 -0.917 -4.467
N 0.096 -0.394 -2.011
C 0.168 -0.934 -0.673
C 0.072 0.217 0.323
N -1.171 0.937 0.117
C -1.221 1.472 -1.231
C -1.144 0.322 -2.229
H -1.134 0.684 -3.257
H -2.007 -0.343 -2.087
H -2.166 2.003 -1.364
H -0.389 2.173 -1.422
C -1.373 1.959 1.130
C -1.596 1.341 2.485
C -0.952 1.827 3.613
C -1.181 1.256 4.854
C -2.052 0.187 4.975
C -2.695 -0.307 3.852
C -2.471 0.269 2.615
H -2.963 -0.111 1.733
H -3.375 -1.141 3.942
H -2.229 -0.260 5.942
H -0.676 1.644 5.726
H -0.268 2.659 3.523
H -0.527 2.668 1.174
H -2.269 2.525 0.851
H 0.083 -0.176 1.341
H 0.946 0.880 0.188
H 1.121 -1.458 -0.570
H -0.647 -1.649 -0.499
C 2.286 -1.448 -3.010
C 3.136 -2.484 -2.776
C 4.481 -2.063 -2.687
C 4.613 -0.720 -2.855
S 3.101 0.056 -3.129
H 5.513 -0.139 -2.837
H 5.304 -2.730 -2.508
H 2.794 -3.498 -2.675
```


# C5H35N3O10

11 unconnected molecules or ions with the total composition C5H35N3O10 in a non-equilibrium geometry (wB97M-V/def2-TZVPD, OMol25).

Energy relative to the best compared isomer or geometry (same formula, charge and spin): 65.6 kcal per mole
Structure (SMILES): CN(CCN)CCN.O.O.O.O.O.O.O.O.O.O
HOMO-LUMO gap: 8.9 eV
Largest force on an atom: 3.0 eV/Å

```
53
C5H35N3O10 (wB97M-V/def2-TZVPD)
N -1.151 -1.994 1.544
C -0.431 -1.329 2.626
C 0.769 -0.399 2.377
N 0.545 0.789 1.525
C 1.604 1.790 1.674
C 0.049 0.433 0.134
C 0.227 1.618 -0.824
N -1.004 1.583 -1.717
H -1.708 -1.385 0.961
H -0.442 -2.277 0.867
H -0.037 -2.123 3.282
H -1.202 -0.743 3.209
H 1.534 -1.086 2.000
H 1.019 -0.011 3.412
H 2.480 1.570 1.058
H 1.757 1.973 2.736
H 1.216 2.686 1.186
H -1.004 0.238 0.280
H 0.474 -0.505 -0.285
H 0.359 2.633 -0.461
H 1.044 1.433 -1.511
H -0.743 0.805 -2.307
H -1.882 1.550 -1.230
H -1.371 2.901 2.282
H -1.195 1.331 2.332
O -1.815 2.071 2.525
H 1.808 -3.609 -0.162
H 1.026 -3.831 1.076
O 1.291 -4.310 0.282
H -1.529 -3.109 -0.963
H -2.456 -1.852 -1.291
O -1.736 -2.436 -1.614
H 4.461 0.728 -2.169
H 5.229 -0.124 -1.107
O 5.333 0.474 -1.849
H -4.232 -0.459 -1.289
H -3.542 -0.261 0.053
O -3.802 -0.953 -0.582
H 1.638 -0.950 -3.026
H 2.858 -1.406 -3.783
O 2.533 -1.320 -2.872
H 2.122 -1.654 -1.184
H 2.761 -1.315 0.191
O 2.015 -1.762 -0.220
H -0.602 -1.012 -4.354
H -0.677 -1.191 -2.795
O -0.245 -0.708 -3.517
H -2.682 1.901 1.129
H -4.090 1.986 0.792
O -3.294 1.592 0.405
H -0.777 3.315 0.103
H -1.532 4.693 0.326
O -0.973 4.023 0.744
```


Number 1: E_tot -14064.8202 eV. Number 2: E_tot -8368.1749 eV. Number 3: E_tot -71034.1939 eV. Number 4: E_tot -30313.8358 eV. Number 5: E_tot -115295.9181 eV. Number 6: E_tot -19584.1144 eV. Number 7: E_tot -44592.0543 eV. Number 8: E_tot -30697.6754 eV.